# 1
{
  "formula": "C6H10O",
  "method": "the ωB97M-V functional and the def2-TZVPD basis",
  "smiles": "C[C@H]1C[C@H]1CC=O",
  "e_homo_ev": -9.595,
  "lumo_energy_ev": 1.022,
  "total_charge": 0,
  "gap_ev": 10.6,
  "energy_ev": -8430.3313,
  "multiplicity": 1,
  "e_above_lowest_kj_mol": 87.7,
  "elements": ["C", "C", "C", "C", "C", "C", "O", "H", "H", "H", "H", "H", "H", "H", "H", "H", "H"],
  "coordinates": [[-1.8579, -0.3180, 0.4260], [-1.1060, 0.7380, -0.3615], [0.0195, 1.4941, 0.2786], [0.3223, 0.5148, -0.8254], [1.0425, -0.8040, -0.6111], [1.9139, -0.9953, 0.6117], [2.0739, -0.2304, 1.5312], [-2.1705, 0.0522, 1.4078], [-1.2508, -1.2113, 0.6079], [-2.7516, -0.6491, -0.1121], [-1.7250, 1.3067, -1.0532], [0.1357, 2.5501, 0.0462], [0.3074, 1.2184, 1.2875], [0.5611, 0.9768, -1.7805], [1.7005, -1.0173, -1.4641], [0.3394, -1.6518, -0.6017], [2.4459, -1.9737, 0.6128]],
  "forces_ev_per_a": [[0.0115, -0.0608, 0.0237], [-0.1133, 0.0634, 0.0089], [0.0074, 0.1219, 0.0910], [0.0792, -0.0127, -0.1250], [-0.0222, 0.0699, 0.0792], [0.0723, 0.1458, 0.2434], [-0.0433, -0.3329, -0.4198], [-0.0127, 0.0107, -0.1661], [-0.0430, 0.1222, 0.0297], [0.1245, 0.0457, 0.0570], [0.1245, -0.1018, 0.1180], [-0.0393, -0.2009, 0.0538], [-0.0964, 0.0423, -0.2114], [-0.0467, -0.0893, 0.1365], [-0.0652, 0.0460, 0.0818], [0.1297, 0.0642, -0.0067], [-0.0671, 0.0665, 0.0059]]
}

***

# 2
{
  "formula": "C2H5BBrCsO6P",
  "method": "the ωB97M-V functional and the def2-TZVPD basis",
  "e_homo_ev": -13.210,
  "lumo_energy_ev": -3.743,
  "total_charge": 1,
  "gap_ev": 9.5,
  "energy_ev": -94994.0297,
  "multiplicity": 1,
  "elements": ["C", "O", "B", "O", "O", "C", "O", "O", "P", "O", "Br", "H", "H", "H", "H", "H", "Cs"],
  "coordinates": [[1.4624, -0.5860, 0.9762], [1.4610, 0.7173, 0.4357], [0.9431, 0.8075, -0.8500], [1.1963, -0.0749, -1.8468], [0.1277, 1.9220, -1.0925], [-1.1349, 1.8001, -0.6916], [-1.9884, 2.6123, -0.7284], [-1.2563, 0.5215, -0.1629], [-2.7712, -0.2275, -0.0634], [-2.5776, -1.2551, -1.2669], [-2.1067, -1.4719, 1.7024], [2.2181, -0.6862, 1.7246], [1.5935, -1.3728, 0.2327], [0.5223, -0.7635, 1.4939], [2.0935, -0.4199, -1.8904], [-1.6696, -1.4709, -1.5180], [1.8869, -0.0523, 3.5453]],
  "forces_ev_per_a": [[-0.1983, -0.7674, -1.8558], [0.1160, -0.3904, 0.1021], [0.0365, 0.2241, 0.1869], [0.0815, 0.4078, -0.0911], [-0.0672, 0.1328, -0.2864], [0.2972, -0.1420, 0.3268], [-0.1311, 0.0252, -0.1277], [-0.3728, -0.0111, -0.1380], [0.1620, 0.1762, -0.1031], [-0.1685, 0.1026, -0.0829], [-0.0196, -0.1933, 0.2856], [0.8888, -0.8008, -2.9071], [-0.0314, 0.0628, -0.0752], [-0.3959, -0.1637, -0.2911], [-0.0754, -0.2364, 0.0505], [0.0548, -0.1325, 0.0054], [-0.1767, 1.7062, 5.0009]]
}

***

# 3
{
  "formula": "C4H7HgO",
  "method": "the ωB97M-V functional and the def2-TZVPD basis",
  "e_homo_ev": [-12.966, -14.760],
  "lumo_energy_ev": [-4.003, -7.805],
  "total_charge": 1,
  "gap_ev": [9.0, 7.0],
  "s_squared": 2.016,
  "energy_ev": -10471.1232,
  "multiplicity": 3,
  "e_above_lowest_kj_mol": 59.6,
  "elements": ["C", "C", "C", "O", "Hg", "H", "H", "H", "H", "C", "H", "H", "H"],
  "coordinates": [[1.4396, 0.5607, -0.1415], [-0.6159, 0.2002, -0.0708], [-0.5019, -1.2137, 0.2680], [-1.3071, -2.0442, -0.2818], [-3.3213, -1.8111, -1.5564], [1.6476, 0.3568, -1.1956], [-1.2351, 0.4411, -0.9392], [2.3251, 1.1822, 0.0440], [1.2802, -0.7765, 0.0778], [0.2621, 1.2178, 0.5668], [0.3169, 1.0622, 1.6565], [0.0475, 2.2367, 0.2247], [-0.3376, -1.4123, 1.3476]],
  "forces_ev_per_a": [[2.3522, -2.9455, 0.1486], [-0.9324, -0.5525, 0.2247], [-4.2527, 1.8996, 0.5581], [0.8092, -0.1782, -0.0060], [0.5894, -0.0133, 0.1842], [-1.5989, 0.8125, -0.5161], [0.3140, -0.0022, 0.1098], [0.5150, -0.8936, 0.9300], [2.0248, 3.8505, 0.3184], [-1.3687, -1.7480, -1.2620], [0.2810, 0.4537, -0.4639], [0.1112, -0.2856, 0.3709], [1.1558, -0.3973, -0.5966]]
}

***

| no. | M (g/mol) |
| --- | --- |
| 1 | 98.1 |
| 2 | 379.7 |
| 3 | 271.7 |